Record 1
The following is a DFT calculation (the ωB97M-V functional and the def2-TZVPD basis) of a structure of composition C26H48AsBLiN8OS3Si3.

```
92
Properties=species:S:1:pos:R:3:forces:R:3
Li -1.642857 -0.345474 -0.185730 0.333 0.096 0.287
C -5.748892 0.278924 -2.520874 0.024 0.040 0.009
N -4.783270 1.342198 -2.427972 -0.015 0.004 -0.011
C -3.679149 1.488888 -3.250639 -0.025 0.033 0.000
C -2.986203 2.538454 -2.768814 0.031 0.015 -0.027
N -3.644699 3.034282 -1.665186 -0.092 -0.073 0.020
B -3.118949 4.200458 -0.787369 0.049 0.018 0.023
N -2.541059 3.644021 0.561539 -0.049 0.111 0.041
C -3.002462 4.051561 1.794174 -0.063 -0.112 -0.016
C -2.227885 3.492297 2.747888 0.019 0.005 0.015
N -1.275550 2.741863 2.089381 0.000 0.049 -0.027
C -0.230318 1.989770 2.749386 0.046 0.004 0.008
C -1.485948 2.828014 0.749995 0.086 0.015 -0.023
S -0.548652 2.035599 -0.448959 -0.040 0.040 -0.060
C -4.756094 2.289811 -1.447826 0.043 0.018 -0.049
S -5.928027 2.462984 -0.231857 -0.008 0.001 0.009
H -5.847629 -0.018446 -3.565255 0.000 -0.017 -0.004
H -6.701399 0.638372 -2.137412 -0.004 -0.008 0.014
H -5.418207 -0.573539 -1.928394 -0.015 -0.018 0.003
H -3.476874 0.809514 -4.059151 0.010 -0.007 0.023
H -2.046796 2.957170 -3.079393 -0.011 -0.001 0.012
H -2.238660 4.764297 -1.404879 0.016 -0.054 -0.033
H -4.023653 4.946225 -0.495403 0.008 0.031 0.004
H -3.883275 4.662591 1.871720 0.010 0.008 -0.007
H -2.297721 3.497402 3.821462 0.003 -0.014 -0.004
H -0.667971 1.324364 3.492578 0.058 0.069 0.015
H 0.477535 2.676554 3.220871 0.009 -0.002 -0.007
H 0.278333 1.392416 1.997422 -0.001 -0.005 -0.002
O -2.879925 -1.345607 -1.085088 -0.413 0.019 -0.277
N -2.995168 -2.640912 -1.049191 0.166 -0.014 0.030
C -4.240050 -3.161494 -0.978090 0.034 -0.001 0.003
C -4.475381 -4.510836 -0.983617 0.013 -0.006 -0.007
C -3.375054 -5.369238 -1.052020 -0.040 -0.019 0.012
C -2.113812 -4.834222 -1.093129 0.040 0.026 -0.010
C -1.870018 -3.441704 -1.077728 -0.025 -0.104 0.074
S -0.319367 -2.753409 -1.063604 -0.089 0.147 -0.045
H -5.007992 -2.408001 -0.905123 -0.026 -0.015 0.010
H -5.491590 -4.873029 -0.921190 0.002 -0.001 0.001
H -3.511900 -6.443979 -1.054644 0.000 0.002 -0.003
H -1.237341 -5.465827 -1.123237 -0.002 -0.005 -0.006
C 2.472941 -0.699860 -3.894200 -0.001 -0.037 -0.021
Si 3.399607 -1.305148 -2.371410 -0.080 0.037 0.043
C 5.234709 -0.997286 -2.695975 0.024 -0.002 -0.027
C 3.206905 -3.167180 -2.245843 0.032 -0.029 0.011
As 2.421462 -0.264840 -0.500700 0.168 -0.058 -0.045
Si 3.487019 -1.452812 1.227063 -0.074 0.021 -0.029
C 3.275005 -0.493872 2.826518 0.037 0.014 0.003
C 5.327905 -1.833361 1.023573 -0.001 -0.016 0.031
C 2.608168 -3.099014 1.398584 0.014 -0.017 0.033
Si 3.495033 1.833239 -0.519243 -0.068 -0.048 0.067
C 2.897328 2.807052 0.964781 0.006 0.021 0.019
C 5.387937 1.872683 -0.491425 0.005 0.021 0.009
C 2.921289 2.725606 -2.065758 0.023 0.000 -0.007
H 2.512753 -1.462548 -4.678283 0.013 0.028 -0.007
H 2.914575 0.216461 -4.292817 -0.023 0.014 0.017
H 1.423603 -0.505128 -3.666685 0.003 -0.031 0.018
H 5.509890 -1.538374 -3.608696 0.030 0.006 0.021
H 5.866011 -1.359826 -1.881405 -0.032 0.029 -0.011
H 5.457819 0.058989 -2.854765 -0.032 -0.020 -0.007
H 3.502913 -3.612546 -3.201950 -0.012 -0.013 0.009
H 2.178275 -3.461474 -2.024992 0.009 0.039 -0.012
H 3.856057 -3.581536 -1.470319 0.008 0.007 -0.009
H 3.840262 0.441415 2.823421 -0.011 -0.035 0.001
H 3.633532 -1.102544 3.662888 -0.016 0.013 0.005
H 2.221354 -0.263179 3.006110 0.004 -0.008 -0.016
H 5.928369 -0.944357 0.825220 -0.014 -0.009 0.006
H 5.500504 -2.548162 0.215063 -0.018 0.025 0.002
H 5.688287 -2.286667 1.953690 0.025 -0.009 -0.028
H 1.523201 -2.982329 1.373662 0.043 0.005 0.006
H 2.886892 -3.564863 2.349914 -0.004 -0.003 -0.011
H 2.870548 -3.785202 0.591830 0.001 0.004 -0.009
H 3.067235 2.294549 1.913982 0.009 0.020 -0.046
H 1.823031 2.975597 0.857421 0.024 -0.009 0.003
H 3.408257 3.775244 1.000011 -0.022 -0.001 0.003
H 5.820248 1.137892 0.189232 -0.024 0.021 0.013
H 5.697061 2.867100 -0.152044 0.018 -0.012 -0.019
H 5.817739 1.709815 -1.480879 -0.005 -0.029 0.015
H 1.842432 2.889123 -2.002892 0.013 -0.011 -0.004
H 3.133119 2.160849 -2.976511 0.020 0.002 0.016
H 3.417999 3.698040 -2.143650 -0.019 0.008 -0.004
N -3.637690 0.690863 4.804870 0.037 -0.020 0.022
C -2.706890 -0.019845 4.002038 -0.068 -0.012 -0.050
C -2.728125 0.113326 2.634962 -0.004 -0.036 -0.011
N -1.772803 -0.467635 1.818176 -0.040 -0.181 -0.025
C -0.887939 -1.238999 2.505738 0.023 -0.001 0.017
C -0.902648 -1.383448 3.864595 -0.007 0.027 -0.007
N -1.812293 -0.759023 4.694852 0.021 0.016 0.002
H -4.506596 0.857287 4.316550 -0.001 0.015 -0.015
H -3.797740 0.171545 5.657832 -0.012 0.003 0.006
H -3.467296 0.749487 2.155382 -0.018 -0.050 0.002
H -0.132088 -1.750614 1.913835 -0.071 0.022 0.013
H -0.161192 -2.016828 4.343997 -0.012 0.007 0.008
```
Forces are in eV/Å.

## Properties
2S+1: 2
Net charge: -2
Kohn-Sham gap (alpha / beta) in eV: 3.51 / 6.18
E in Eh: -5864.30369
HOMO (alpha / beta) in eV: 0.687 / -1.985
Maximum force in eV/A: 0.498

Record 2
The following is a DFT calculation (the ωB97M-V functional and the def2-TZVPD basis) of a structure of composition C26H48AsCl3MoN2O10P2S3Si.

```
97
Properties=species:S:1:pos:R:3:forces:R:3
Mo 0.055815 0.202864 0.714237 -0.169 0.242 0.041
C -1.368658 -3.579444 -5.164230 -0.011 -0.015 0.005
C -1.974675 -3.126270 -3.851167 -0.055 0.004 0.040
C -2.049530 -1.617985 -3.720217 0.016 0.011 -0.003
O -1.242349 -3.778504 -2.765496 0.071 0.033 -0.060
P -0.188373 -3.129123 -1.785700 -0.011 -0.100 0.043
O -0.543692 -1.828659 -1.212692 -0.049 0.047 0.082
C 1.390836 -3.086288 -2.685730 0.001 0.043 -0.007
P 2.490976 -1.861009 -1.924023 -0.125 -0.156 0.056
O 1.988129 -1.408089 -0.624565 0.284 0.174 -0.012
O 2.631937 -0.707768 -2.990726 0.073 -0.024 -0.001
C 3.328988 -0.922804 -4.254917 0.058 -0.056 0.022
C 2.356865 -0.694548 -5.391315 -0.029 -0.031 0.048
C 4.506106 0.028499 -4.277067 -0.035 0.000 -0.016
O 3.955574 -2.466766 -1.911999 0.077 -0.064 0.048
C 4.529773 -3.439969 -0.984245 -0.045 0.047 0.011
C 4.636873 -4.768920 -1.704612 -0.007 0.003 -0.021
C 3.787349 -3.535662 0.335169 0.027 -0.015 -0.050
O 0.032716 -4.258126 -0.708477 -0.008 -0.002 -0.123
C -0.041974 -5.687393 -0.964092 0.009 0.032 0.023
C 1.003489 -6.332391 -0.078246 0.012 -0.053 -0.034
C -1.441675 -6.177009 -0.656662 0.010 0.003 0.001
H -2.001682 -3.256198 -5.990895 -0.003 0.005 -0.005
H -1.281630 -4.665035 -5.198540 -0.005 -0.008 0.002
H -0.378834 -3.143539 -5.313459 0.009 0.015 0.007
H -2.978447 -3.543486 -3.751765 0.030 0.010 -0.013
H -1.066555 -1.150538 -3.815596 0.014 -0.013 -0.015
H -2.469402 -1.310069 -2.765187 -0.011 -0.001 0.008
H -2.679773 -1.239898 -4.526495 -0.012 -0.005 0.000
H 1.229147 -2.801724 -3.725671 -0.051 -0.047 0.003
H 1.831729 -4.083755 -2.674164 0.024 -0.001 -0.023
H 3.691946 -1.955644 -4.271021 -0.008 0.061 -0.026
H 1.949327 0.310844 -5.336561 -0.049 0.144 0.008
H 1.524117 -1.398878 -5.355017 0.010 0.011 -0.006
H 2.868762 -0.822751 -6.346064 -0.003 0.004 0.009
H 4.147427 1.053914 -4.178505 -0.006 0.014 0.002
H 5.048898 -0.064162 -5.218276 0.009 -0.004 -0.004
H 5.189755 -0.190640 -3.457166 0.000 -0.004 0.011
H 5.534435 -3.049256 -0.805652 -0.034 -0.003 -0.022
H 3.653253 -5.218673 -1.852363 -0.008 0.015 0.001
H 5.234927 -5.463306 -1.114049 0.001 -0.004 0.014
H 5.112956 -4.642381 -2.676404 0.012 -0.006 -0.008
H 2.761677 -3.883239 0.204403 -0.016 -0.008 -0.012
H 3.737381 -2.575876 0.844811 -0.015 0.025 0.020
H 4.310060 -4.253218 0.970587 0.010 0.007 -0.003
H 0.189558 -5.860442 -2.021150 -0.012 0.003 0.024
H 0.861810 -6.002389 0.950321 -0.021 0.006 0.024
H 2.014714 -6.068217 -0.388533 -0.005 0.026 0.001
H 0.905980 -7.418034 -0.113709 0.005 -0.003 -0.026
H -1.664298 -6.028628 0.399530 -0.001 0.023 0.026
H -1.515978 -7.241151 -0.886231 0.006 -0.006 0.000
H -2.179683 -5.638783 -1.246961 -0.010 0.012 -0.012
C -1.075302 -0.158825 8.134389 -0.005 -0.019 0.037
C -0.803902 0.566878 6.848408 -0.040 0.012 -0.006
C 0.438269 0.494411 6.232306 0.053 -0.009 -0.043
C 0.682798 1.148794 5.035257 -0.093 0.029 -0.011
C -0.333288 1.886816 4.451787 -0.022 -0.059 -0.014
C -1.578874 1.994604 5.059755 -0.010 -0.053 -0.036
C -1.804927 1.331441 6.249858 -0.009 0.006 -0.004
S -0.082675 2.731233 2.932135 -0.030 0.140 -0.208
O 1.327265 2.945563 2.744929 0.113 -0.206 0.066
O -0.951378 3.873421 2.928591 0.115 0.095 0.138
N -0.666957 1.726752 1.714814 0.090 -0.209 0.070
C -1.936202 2.254189 1.159667 -0.177 -0.011 0.036
C -2.595638 1.220419 0.269823 -0.110 0.031 -0.008
O -3.716374 1.377756 -0.149515 0.008 0.027 0.006
O -1.830389 0.193014 0.000555 0.030 -0.006 0.039
H -0.219138 -0.758463 8.438710 0.006 -0.001 0.003
H -1.934007 -0.822565 8.027310 -0.008 -0.006 0.001
H -1.302056 0.543387 8.938395 -0.003 0.005 0.000
H 1.226196 -0.092760 6.687731 0.004 0.000 -0.001
H 1.642895 1.082564 4.552847 0.135 -0.026 -0.100
H -2.353635 2.593208 4.601400 -0.005 0.016 0.006
H -2.775323 1.405584 6.724845 -0.017 -0.003 0.004
H -1.732689 3.141983 0.556171 -0.071 -0.008 0.040
H -2.623956 2.545314 1.952690 -0.002 -0.044 -0.106
C 4.831690 0.630212 0.007758 0.015 -0.012 -0.001
As 3.593330 1.486315 1.208681 -0.032 -0.152 -0.011
C 4.632083 2.076382 2.712437 0.103 -0.078 -0.036
C 3.100116 3.093354 0.281016 -0.006 0.021 0.061
S 2.262276 -0.029231 1.917143 -0.170 0.231 0.310
H 5.629854 1.318233 -0.270080 -0.001 0.005 0.007
H 4.277643 0.319895 -0.876982 -0.014 0.011 0.004
H 5.241136 -0.249598 0.501738 0.004 0.011 -0.013
H 5.505323 2.623262 2.355854 -0.025 0.012 0.043
H 4.943295 1.198691 3.276876 0.004 0.033 -0.004
H 4.009708 2.713001 3.334496 -0.069 0.035 0.014
H 4.025906 3.670950 0.241338 -0.042 0.039 -0.023
H 2.337533 3.632385 0.833661 0.009 -0.054 -0.007
H 2.767694 2.861576 -0.723331 -0.057 -0.053 -0.111
Cl 0.622690 -3.379942 2.428222 0.016 0.038 0.021
Si -0.784994 -1.956231 1.845572 -0.044 -0.174 0.090
Cl -2.363256 -3.036077 1.065520 0.003 0.032 0.026
Cl -1.604214 -1.251998 3.632287 0.057 0.013 0.106
S 0.864818 2.586880 -3.285146 -0.026 -0.103 -0.123
C 0.733583 1.728685 -1.944525 0.264 0.304 0.011
N 0.720523 1.183270 -0.900118 0.104 -0.247 -0.348
```
Forces are in eV/Å.

## Properties
2S+1: 3
ΔE to the lowest compared entry with this formula, charge and spin in kcal per mole: 26.1
Kohn-Sham gap (alpha / beta) in eV: 6.99 / 8.00
E in Eh: -7733.17460
HOMO (alpha / beta) in eV: -7.829 / -8.389
Maximum force in eV/A: 0.439

Record 3
The following is a DFT calculation (the ωB97M-V functional and the def2-TZVPD basis) of a structure of composition C26H48BiCl3N5O3PSi at a distorted geometry.

```
88
Properties=species:S:1:pos:R:3:forces:R:3
C -3.747902 -2.943475 -1.846636 0.000 0.172 -0.214
C -2.295228 -3.314496 -1.953596 0.815 -0.560 -0.240
H -4.351236 -3.474162 -2.595795 0.111 0.181 0.276
H -3.866105 -1.858671 -1.993515 -0.061 -0.281 0.121
H -4.120868 -3.187026 -0.838687 0.077 0.124 -0.300
C -1.795078 -4.087447 -2.934332 -0.107 0.354 0.647
C -2.589468 -4.589840 -4.100536 -0.189 -0.305 -0.480
H -0.748717 -4.416291 -2.900725 -0.430 0.309 0.053
H -3.110420 -3.780100 -4.643456 0.207 -0.319 0.237
H -3.350513 -5.332885 -3.804456 0.222 0.247 -0.095
H -1.910066 -5.088423 -4.806329 -0.304 0.123 0.072
Bi -1.130033 -0.107390 0.886626 0.175 -1.738 -1.531
Cl -0.452885 -1.730465 2.773865 -0.034 0.208 0.119
Cl -2.683342 1.793675 -1.238966 0.028 0.293 0.140
C 2.133484 -1.279565 1.372704 0.059 0.232 -0.609
O 1.513335 -0.490238 0.616648 0.405 -0.799 1.107
N 3.434981 -1.560984 1.218792 -0.142 0.123 -0.359
C 4.134604 -0.970197 0.083854 0.187 -0.138 0.025
C 4.080521 -2.626574 1.981816 -0.174 0.293 -0.140
H 1.655279 -1.799093 2.223378 0.208 0.327 -0.494
H 3.669319 -0.004156 -0.139844 0.201 -0.234 0.014
H 4.055909 -1.618532 -0.805200 0.059 0.212 0.299
H 5.191572 -0.841054 0.351574 -0.258 0.025 -0.129
H 3.449364 -2.867154 2.837377 0.091 -0.015 -0.009
H 5.059874 -2.288825 2.328894 -0.103 -0.003 0.038
H 4.211863 -3.531930 1.380642 -0.047 0.151 -0.023
H -1.769176 -0.131403 -3.326261 0.049 0.103 -0.095
H 0.488094 -2.063705 -4.643769 0.089 0.199 0.043
C -1.008975 0.340105 -3.959579 -0.433 -0.230 0.106
C 0.925044 -1.053141 -4.650210 -0.051 -0.068 0.169
N 0.296339 -0.198402 -3.650014 0.809 0.481 0.172
H -1.039548 1.421198 -3.801997 0.068 -0.126 0.023
C 0.939868 0.247531 -2.538620 -0.521 0.419 0.416
O 0.443726 1.021300 -1.711572 0.496 -0.747 -0.933
H 2.002323 -1.136047 -4.461132 -0.248 0.036 -0.031
H 1.974616 -0.146329 -2.428075 -0.363 0.071 -0.047
H -1.206387 0.109316 -5.005845 -0.182 0.108 0.045
H 0.755721 -0.641431 -5.652448 0.202 0.038 0.212
O -1.465318 -1.350860 -0.967189 0.660 1.202 1.295
C -1.423554 -2.745534 -0.828629 -0.478 -0.296 0.139
C 0.896312 -2.918415 -1.789269 0.304 -0.209 0.051
C 0.006535 -3.271460 -0.785050 -0.893 0.217 0.099
H 0.543840 -2.278737 -2.590407 0.102 -0.119 0.317
C 2.192645 -3.422499 -1.774860 -0.200 -0.075 0.136
H -1.946873 -3.020279 0.109464 0.319 -0.179 -0.072
C 0.399846 -4.094665 0.260546 0.039 -0.201 -0.098
H 2.889892 -3.121950 -2.555384 -0.033 -0.190 0.104
C 2.571675 -4.321304 -0.772892 0.027 -0.026 -0.064
C 1.671156 -4.660514 0.243150 0.333 0.153 -0.019
H -0.311030 -4.291724 1.067659 0.298 -0.062 -0.260
H 3.570580 -4.765941 -0.806942 -0.313 0.133 0.115
H 1.972660 -5.346150 1.034190 -0.030 0.117 -0.166
Si -4.047744 2.708248 0.074747 -0.129 -0.427 0.508
Cl -3.241023 -1.075866 1.767395 -0.978 0.408 -0.243
C -4.450077 4.418458 -0.492244 -0.062 0.481 -0.455
C -3.240496 2.874322 1.776277 -0.028 -0.119 0.130
C -5.514453 1.538230 0.022081 0.182 0.233 0.057
H -3.634231 5.126373 -0.326094 0.095 -0.168 0.011
H -5.309906 4.816642 0.050951 -0.061 -0.134 0.110
H -4.700225 4.465766 -1.552051 -0.037 -0.060 -0.072
H -5.775070 1.315747 -1.020503 0.077 -0.010 0.216
H -6.388522 1.987726 0.499830 0.005 -0.023 0.037
H -5.265653 0.606326 0.546499 -0.035 0.158 -0.191
H -2.229191 2.429942 1.828918 -0.532 0.271 -0.037
H -3.862509 2.374751 2.531174 0.142 0.021 -0.126
H -3.153457 3.934603 2.076736 -0.002 -0.385 -0.228
C 1.894603 3.882090 4.581211 0.209 -0.303 -1.114
N 2.426988 2.611881 4.018644 0.264 0.408 0.647
C 3.417095 2.929225 2.975191 -0.638 0.174 0.100
N 2.855685 3.748572 1.894135 0.448 0.448 -0.089
C 2.332044 5.005599 2.466803 -0.065 -0.873 0.381
N 1.338584 4.759689 3.525479 0.126 0.471 0.584
C 0.098199 4.234100 2.995032 -0.123 -0.835 -0.396
P 0.358868 2.548507 2.160302 0.387 0.165 0.059
C 1.353946 1.747082 3.534334 -0.238 0.278 -0.161
C 1.843686 3.037695 1.115591 -0.473 -0.072 0.262
H 2.722724 4.416761 5.067314 -0.228 -0.164 -0.065
H 1.104191 3.646467 5.307983 0.269 0.131 -0.159
H 3.810960 1.994982 2.560960 -0.068 0.097 0.011
H 4.241169 3.489125 3.445293 -0.243 -0.157 -0.149
H 1.863271 5.597207 1.671525 0.151 -0.057 0.164
H 3.170743 5.558583 2.914326 -0.198 -0.111 -0.191
H -0.654712 4.101900 3.786855 0.244 0.125 -0.109
H -0.328690 4.915505 2.246234 0.121 -0.058 0.162
H 1.770857 0.800568 3.161180 -0.105 0.215 0.092
H 0.659580 1.503260 4.353070 0.286 0.013 -0.118
H 1.474740 3.667108 0.295221 0.208 -0.079 0.104
H 2.249771 2.119166 0.670640 -0.016 0.210 0.083
```
Forces are in eV/Å.

## Properties
2S+1: 1
ΔE to the lowest compared entry with this formula, charge and spin in kcal per mole: 6.3
Kohn-Sham gap in eV: 8.57
E in Eh: -3745.16415
HOMO in eV: -8.037
Maximum force in eV/A: 2.323